Density functional theory data (ωB97M-V/def2-TZVPD) for a structure of composition C33H75F2LiNO35P4PtS2.

## Properties
Largest force on an atom (eV/A): 8.56
Multiplicity: 3
Total charge: -1
HOMO energy (spin up / spin down) (eV): -3.3 / -3.2

Each line ends with the Mulliken spin population.
Geometry (Å):
Pt 0.062 -1.811 0.725  1.496
S -2.104 -4.132 1.814  0.024
S -0.688 -5.199 0.297  0.019
P -0.612 0.719 0.928  -0.010
P -4.815 2.440 1.293  0.002
P 1.691 -2.202 3.921  0.032
P 1.806 1.366 -3.999  -0.002
F -1.788 -3.055 3.007  0.003
F 0.423 -4.890 -0.776  0.001
O -5.088 -0.708 -3.528  0.000
O -4.595 -2.455 -5.024  0.000
O 0.827 3.839 2.262  0.000
O 2.107 -2.444 0.134  0.095
O -1.329 -0.774 -3.319  0.003
O -5.371 1.230 2.261  0.000
O 3.358 1.903 -4.149  0.000
O -0.763 1.956 -0.024  0.014
O 0.778 0.098 0.559  0.063
O 4.347 1.854 1.422  0.000
O 0.706 -2.528 5.233  0.001
O 1.002 2.229 -5.137  0.000
O 2.609 -0.988 4.519  -0.007
O -2.118 -5.338 2.610  0.011
O -3.378 2.771 1.495  0.000
O -1.718 -5.638 -0.640  0.016
O 3.074 2.485 -0.498  -0.001
O -0.028 -6.221 1.122  0.012
O -5.272 1.752 -0.099  0.000
O 4.443 3.942 0.634  0.000
O -0.517 1.454 2.304  0.008
O -4.143 -2.678 -3.029  0.000
O 1.321 1.519 -2.570  -0.004
O 3.718 -3.452 -1.205  0.003
O -0.526 -2.895 -3.490  0.003
O -1.527 -0.519 0.744  0.108
O -3.409 -3.709 1.252  0.001
O 2.746 -3.403 3.785  0.002
O 1.929 5.524 3.365  0.000
O -5.867 3.650 1.655  0.000
O 1.749 -0.136 -4.620  0.000
O 2.447 3.451 3.968  0.000
O 4.265 -2.692 0.878  0.002
O -0.112 -1.797 -1.559  0.092
O 0.981 -1.908 2.672  -0.061
N -0.687 -3.779 0.826  -0.001
C 3.430 -5.709 3.662  0.000
C 2.820 -3.664 -2.345  0.001
C 5.635 -2.892 0.657  0.001
C -1.104 -1.818 6.536  0.000
C 3.931 2.725 0.410  0.001
C 2.310 -4.639 3.277  -0.001
C -4.483 0.137 2.363  0.003
C -4.792 -0.518 3.739  0.001
C -0.558 -1.822 -2.694  0.010
C 2.250 2.045 4.136  0.002
C 1.649 4.226 3.084  0.000
C 3.770 3.203 -3.814  0.000
C 3.835 0.472 1.293  0.015
C 1.239 6.480 2.581  0.000
C -4.827 3.043 -2.175  0.000
C 3.264 -2.873 -0.071  0.059
C -4.881 -1.746 -6.191  0.000
C 0.310 -1.474 6.105  0.000
C 2.424 -1.888 -6.090  0.000
C 4.980 -1.604 4.962  0.000
C -4.474 1.903 -1.290  0.003
C -1.842 0.338 -2.553  -0.016
C -7.038 5.128 3.269  0.000
C -4.643 -1.823 -3.826  0.000
C 4.236 3.882 -5.104  0.000
C -4.110 -2.516 -1.609  -0.001
C -0.391 2.259 -5.262  0.000
C -5.955 4.065 3.031  0.000
C -1.052 3.426 -4.453  0.000
C 3.584 -1.271 5.547  0.001
C 2.198 -0.343 -5.968  0.000
C -1.125 -3.046 -4.743  0.001
C 3.895 5.032 -0.094  0.000
Li 1.201 1.559 -0.519  -0.001
H -3.404 1.887 -1.085  0.000
H 0.236 6.055 2.538  0.000
H -2.326 -0.154 -1.710  0.021
H 4.577 -0.308 1.117  0.000
H -5.831 -0.644 4.043  0.000
H 2.743 -2.131 -7.104  0.000
H -0.585 -3.843 -5.256  0.000
H -5.824 -1.990 -6.682  0.000
H 5.875 -3.825 0.147  0.000
H -2.090 -3.537 -4.620  0.000
H -1.746 -1.730 5.660  0.000
H 5.045 -2.502 4.348  0.000
H 5.974 -2.019 0.099  0.000
H 3.188 0.293 0.434  -0.009
H -3.740 -3.418 -1.123  0.000
H -5.653 2.795 -2.842  0.000
H -0.578 4.400 -4.580  0.000
H -6.626 6.054 2.868  0.000
H -0.986 0.965 -2.302  -0.002
H -4.634 -0.541 1.523  -0.003
H -5.027 4.549 3.336  0.000
H 4.753 3.217 -5.795  0.000
H -0.886 1.317 -5.026  0.000
H 3.366 -3.536 -3.280  0.000
H 6.255 -2.953 1.551  0.000
H 4.105 4.850 -1.148  0.000
H 4.780 4.794 -4.856  0.000
H 3.201 -2.236 -5.409  0.000
H 1.959 1.597 3.185  -0.001
H 2.993 3.819 -3.360  0.000
H 4.667 3.119 -3.199  0.000
H 4.431 5.942 0.174  0.000
H -6.191 3.181 3.624  0.000
H 0.242 -0.432 5.792  0.000
H 5.714 -1.520 5.763  0.000
H 4.328 -5.496 3.082  0.000
H -4.023 3.346 -2.846  0.000
H 2.214 -4.628 2.191  0.001
H -7.157 5.237 4.347  0.000
H 3.298 0.145 2.183  -0.004
H 3.142 1.594 4.571  0.000
H 0.976 -1.342 6.958  0.000
H 3.138 -6.730 3.421  0.000
H 1.520 -2.432 -5.814  0.000
H 2.038 -2.912 -2.451  -0.003
H -7.924 4.714 2.786  0.000
H -4.607 0.988 -1.868  -0.003
H -2.099 3.469 -4.750  0.000
H 1.282 7.455 3.067  0.000
H -4.240 0.023 4.507  0.000
H -3.406 0.304 2.350  -0.001
H -3.680 -1.605 -1.192  0.003
H 3.018 0.293 -6.302  0.000
H -1.285 -2.845 6.854  0.000
H -4.873 -0.663 -6.068  0.000
H 1.389 -0.083 -6.651  0.000
H -0.629 2.294 -6.326  0.000
H 3.420 4.387 -5.621  0.000
H 2.822 5.159 0.049  0.000
H -2.669 0.835 -3.060  -0.002
H 2.398 -4.669 -2.335  0.000
H -4.353 -1.515 3.703  0.000
H -1.173 -2.090 -5.264  0.000
H 5.288 -0.826 4.264  0.000
H 1.667 6.536 1.580  0.000
H 1.321 -4.887 3.662  0.000
H -5.194 3.854 -1.546  0.000
H 3.745 -5.691 4.706  0.000
H 1.434 1.987 4.856  0.000
H 3.783 -0.465 6.253  0.000
H -5.127 -2.369 -1.246  0.000
H -4.120 -1.848 -6.964  0.000
H -1.290 -1.252 7.449  0.000
H 3.210 -2.092 6.159  0.000
H -1.185 3.202 -3.394  0.000

Force components x, y, z for each atom (eV/Å):
Pt 0.22 -1.40 -0.47
S -3.50 3.13 2.91
S 3.39 -6.44 -4.50
P -0.37 7.51 2.98
P 0.76 -0.98 1.47
P -0.23 0.79 1.84
P -0.37 1.20 1.78
F -0.14 -0.49 -1.52
F 1.43 0.26 -0.67
O 0.79 -1.99 -1.36
O -0.18 0.38 -0.53
O 2.59 1.01 1.89
O 5.34 -2.26 -0.94
O 1.53 -2.64 -0.38
O 0.56 2.51 -0.90
O -2.57 -2.31 -0.46
O 0.20 -2.09 -1.41
O 2.05 0.02 -0.56
O -0.87 0.37 -2.59
O 2.16 0.40 -2.43
O 2.31 -0.68 1.18
O -0.20 -0.71 -0.53
O 0.43 0.60 -1.32
O -2.31 -0.07 -0.70
O -0.07 0.58 1.98
O 3.23 0.62 2.94
O -1.16 1.56 -0.93
O 0.32 1.51 0.18
O 0.13 -1.16 0.67
O -0.49 -3.25 -0.86
O 1.58 -1.79 1.83
O 0.75 -0.77 -3.43
O -0.37 0.34 0.44
O 1.55 0.22 1.83
O -2.03 0.39 0.04
O 3.44 -0.64 0.67
O -0.59 1.72 0.82
O 1.18 -0.60 0.60
O 0.26 -0.85 -0.69
O 0.92 1.94 1.02
O -0.38 2.40 -1.45
O -2.42 -0.53 -0.08
O -0.61 -0.09 -3.43
O 0.83 -0.12 2.09
N -4.33 0.50 3.74
C -0.79 0.82 -0.51
C -0.29 0.37 -0.25
C 0.95 -0.10 -1.21
C 0.29 -0.63 0.35
C -2.88 -1.17 -0.32
C 0.87 -2.51 0.09
C -0.33 -1.94 1.45
C 0.99 -0.43 -0.71
C -2.68 2.27 0.19
C -1.18 0.48 -0.36
C -0.85 -2.10 -0.07
C 0.91 1.07 -1.16
C -0.28 -0.60 -0.47
C -0.73 -0.86 -0.12
C -1.17 0.72 -0.21
C -1.67 1.32 0.19
C -0.04 1.66 -1.25
C -1.21 0.14 1.27
C 0.42 1.17 0.14
C -0.43 0.74 -0.43
C 1.08 -1.47 -0.50
C 0.45 -1.10 1.11
C 0.98 -1.09 -0.73
C -1.30 2.54 0.13
C -0.79 1.20 0.07
C -1.47 0.54 1.28
C -2.04 0.70 0.46
C 0.03 0.23 0.52
C -0.36 -1.16 -0.35
C 1.06 -1.22 -0.36
C -0.73 -1.79 -0.67
C -0.78 -0.37 -0.48
C 0.12 0.07 -1.07
Li -0.66 0.36 -0.21
H 0.04 0.41 0.81
H -0.34 0.76 -0.50
H 0.46 0.72 0.63
H 1.02 0.78 0.31
H -0.12 0.32 -0.41
H -0.17 -0.08 -0.04
H 0.62 0.47 -0.21
H -0.19 -0.40 0.51
H -0.33 0.11 -0.44
H -0.44 0.69 0.14
H -0.37 0.75 0.39
H -0.14 -0.31 0.60
H 0.40 -0.23 -0.28
H -0.34 0.80 0.24
H 0.35 0.18 -0.55
H -0.23 -0.13 0.06
H 0.06 -0.18 -0.15
H -0.74 0.16 -0.24
H -0.59 0.24 0.49
H -0.40 -0.18 0.00
H 0.38 -0.61 0.01
H 0.18 0.14 0.26
H 0.32 -0.26 0.78
H 0.75 -0.17 0.40
H -0.87 0.31 0.62
H -0.28 0.09 -0.14
H 0.88 -0.32 0.16
H 0.12 0.21 0.02
H -0.23 -0.22 0.18
H 0.01 -0.34 0.38
H -0.40 -0.17 0.52
H 0.01 -0.29 0.41
H 0.32 0.01 0.11
H 0.28 -0.24 -1.48
H 0.03 -0.59 0.07
H 0.01 0.13 -0.13
H 0.25 0.13 0.40
H 0.05 0.27 -0.04
H -0.19 -0.04 -0.05
H -0.05 0.67 0.03
H 0.17 0.36 -0.25
H 0.36 -0.84 0.19
H -0.28 0.13 -0.08
H -0.10 0.18 -0.22
H -0.14 -0.09 0.87
H -0.34 0.76 0.07
H -0.40 -0.22 0.30
H -0.05 0.29 -0.52
H 0.07 -0.26 0.14
H -0.19 0.15 0.10
H -0.03 0.97 -0.07
H 0.94 -0.07 -0.70
H 0.41 -0.20 0.65
H 0.70 -0.31 -0.03
H -0.29 0.06 0.65
H -0.29 0.07 0.09
H 0.34 0.74 -0.20
H -0.53 -0.71 -0.31
H 0.05 -0.27 0.17
H 0.44 -0.13 -0.77
H 0.02 0.19 0.40
H 0.06 -0.17 0.11
H -0.10 -0.31 -0.21
H -0.26 0.40 -0.02
H -0.06 0.05 -0.05
H 0.07 -0.20 0.20
H 0.36 0.45 -0.20
H -0.40 0.24 0.12
H -0.14 -0.63 -0.15
H -0.85 0.65 -0.48
H -0.40 -0.37 -0.22
H 0.38 -0.79 0.27
H -0.76 0.58 -0.45
H 0.05 -0.19 -0.02
H 0.78 -0.13 0.17